Record 1
ORCA calculation (ωB97M-V with the def2-TZVPD basis set) on a 15-piece molecular cluster, C91H203N9O19 overall.

Output
Charge: 0
F_max: 0.0651 Eh/bohr
HOMO energy: -0.2839 hartree
Molar mass: 1727.67 g/mol
HOMO-LUMO gap: 0.296 Ha

Geometry as XYZ:
```
322
Properties=species:S:1:pos:R:3:lowdin_charge:R:1
C 1.78 3.72 4.22 -0.2233
C 2.99 2.78 4.08 -0.2386
O 3.17 2.40 2.76 -0.0722
O 0.58 2.98 4.23 -0.0771
H 1.78 4.49 3.44 0.1062
H 1.82 4.23 5.18 0.0990
H 2.76 1.87 4.65 0.1216
H 3.87 3.28 4.47 0.1237
H 2.39 2.06 2.32 0.0560
H 0.01 3.42 4.86 0.0365
C 2.35 6.54 -0.27 -0.2175
C 1.27 5.95 0.61 -0.2461
O 0.82 6.88 1.51 -0.0562
O 3.60 6.60 0.43 -0.0624
H 2.15 7.55 -0.63 0.1269
H 2.52 5.87 -1.11 0.0996
H 1.61 5.02 1.06 0.1050
H 0.41 5.72 -0.02 0.1160
H 1.51 6.99 2.18 0.1162
H 3.87 5.70 0.63 0.0818
C 6.37 0.69 2.40 -0.2272
C 6.17 -0.58 3.26 -0.2252
O 7.37 -1.32 3.48 -0.0677
O 6.71 0.48 1.03 -0.0455
H 7.00 1.37 2.97 0.1184
H 5.46 1.29 2.52 0.0933
H 5.36 -1.21 2.91 0.0975
H 5.94 -0.10 4.22 0.1128
H 7.31 -2.16 3.93 0.0799
H 7.11 1.34 0.86 0.0895
C 5.56 -2.40 -0.34 -0.2430
C 7.01 -2.91 -0.02 -0.2134
O 6.95 -3.63 1.23 -0.0816
O 5.55 -1.37 -1.30 -0.0666
H 5.13 -2.12 0.62 0.0957
H 5.03 -3.23 -0.79 0.1169
H 7.61 -2.02 0.16 0.1029
H 7.47 -3.42 -0.86 0.1123
H 7.74 -3.46 1.75 0.0720
H 5.99 -0.60 -0.91 0.0586
C 2.10 -5.60 0.03 -0.1623
O 2.27 -4.93 -1.18 -0.1162
H 2.23 -6.63 -0.29 0.0811
H 2.82 -5.42 0.83 0.0757
H 1.06 -5.45 0.31 0.0531
H 1.44 -4.47 -1.33 0.0167
C -0.77 -3.01 5.19 -0.1229
O -0.57 -3.80 4.00 -0.1535
H -1.75 -2.53 5.23 0.0798
H -0.57 -3.53 6.13 0.0694
H -0.06 -2.18 5.16 0.0598
H -1.44 -4.15 3.79 0.0106
C -4.20 -7.01 4.86 -0.0456
C -3.26 -7.15 3.65 -0.4708
C -3.71 -8.51 2.96 -0.1159
C -3.21 -8.72 1.48 -0.1589
C -3.53 -7.43 0.68 -0.1114
C -3.01 -6.12 1.36 -0.4797
N -3.53 -6.03 2.71 -0.1066
O -3.36 -4.76 3.29 -0.0167
C -1.47 -5.87 1.18 -0.0193
C -3.67 -5.00 0.54 -0.0479
C -1.80 -7.26 4.10 -0.0272
H -5.23 -6.77 4.59 0.0835
H -3.89 -6.26 5.59 0.0789
H -4.25 -7.96 5.39 0.0832
H -3.42 -9.38 3.55 0.1128
H -4.80 -8.46 2.97 0.1067
H -3.79 -9.57 1.12 0.0982
H -2.19 -9.09 1.45 0.1003
H -4.62 -7.36 0.57 0.1153
H -2.98 -7.48 -0.26 0.1177
H -1.20 -5.06 1.87 0.0634
H -0.81 -6.72 1.39 0.0713
H -1.14 -5.48 0.22 0.0632
H -4.73 -5.16 0.40 0.0860
H -3.45 -4.02 0.97 0.0837
H -3.25 -4.96 -0.46 0.0658
H -1.36 -6.30 4.39 0.0661
H -1.08 -7.57 3.34 0.0690
H -1.59 -7.87 4.97 0.0864
H -4.25 -4.62 3.63 0.1132
C 0.71 6.41 -5.76 -0.0337
C 0.73 5.11 -4.92 -0.4613
C -0.57 5.11 -4.09 -0.1522
C -0.94 3.79 -3.43 -0.1532
C -0.90 2.57 -4.46 -0.0995
C 0.42 2.56 -5.22 -0.4684
N 0.85 3.86 -5.73 -0.1148
O 1.91 3.74 -6.65 -0.0034
C 1.54 1.98 -4.33 -0.0238
C 0.21 1.62 -6.48 -0.0167
C 1.94 5.26 -3.91 -0.0279
H 1.47 6.40 -6.54 0.0747
H 0.94 7.26 -5.12 0.0846
H -0.24 6.46 -6.29 0.0810
H -0.53 5.96 -3.41 0.1139
H -1.35 5.37 -4.80 0.1102
H -1.90 3.90 -2.93 0.0896
H -0.24 3.63 -2.61 0.0841
H -1.72 2.76 -5.16 0.1099
H -1.14 1.66 -3.91 0.0993
H 1.59 2.41 -3.33 0.0518
H 1.27 0.95 -4.12 0.0589
H 2.54 1.90 -4.77 0.0898
H 1.13 1.28 -6.94 0.0695
H -0.32 0.71 -6.21 0.0595
H -0.42 2.07 -7.25 0.0824
H 2.84 5.35 -4.51 0.0831
H 2.01 4.44 -3.19 0.0560
H 1.84 6.18 -3.34 0.0595
H 1.57 4.13 -7.46 0.1018
C 6.78 -7.62 6.15 -0.0288
C 5.31 -7.18 5.96 -0.4953
C 4.68 -7.23 7.33 -0.1564
C 3.38 -6.49 7.56 -0.1895
C 3.41 -5.08 7.02 -0.1343
C 3.97 -4.94 5.56 -0.4180
N 5.19 -5.79 5.45 -0.1284
O 5.97 -5.55 4.31 -0.0085
C 2.89 -5.53 4.52 -0.0088
C 4.28 -3.43 5.27 -0.0222
C 4.60 -8.19 4.99 -0.0268
H 7.28 -7.43 5.20 0.0772
H 6.76 -8.65 6.51 0.0851
H 7.34 -6.99 6.84 0.0820
H 4.53 -8.30 7.50 0.1241
H 5.43 -6.81 7.99 0.1193
H 3.08 -6.47 8.60 0.1158
H 2.60 -7.00 7.00 0.0998
H 3.94 -4.39 7.68 0.1163
H 2.35 -4.82 6.99 0.1121
H 2.03 -4.88 4.45 0.0675
H 3.28 -5.89 3.57 0.0635
H 2.47 -6.47 4.89 0.0503
H 4.49 -3.27 4.21 0.0647
H 3.39 -2.82 5.42 0.0735
H 5.06 -3.14 5.98 0.0846
H 4.97 -9.21 5.15 0.0805
H 4.61 -7.95 3.93 0.0721
H 3.53 -8.22 5.15 0.0628
H 5.48 -6.02 3.63 0.0740
C -4.50 6.72 1.39 -0.0363
C -3.35 6.41 0.40 -0.4217
C -3.95 6.37 -1.05 -0.1114
C -4.15 7.77 -1.68 -0.1792
C -2.85 8.55 -1.55 -0.1524
C -2.34 8.71 -0.10 -0.4592
N -2.23 7.41 0.53 -0.1216
O -1.69 7.49 1.81 -0.0345
C -0.84 9.10 -0.31 -0.0477
C -3.10 9.83 0.77 0.0031
C -2.76 5.01 0.79 -0.0282
H -4.17 7.14 2.34 0.0757
H -4.99 5.80 1.71 0.0710
H -5.29 7.35 0.99 0.0742
H -3.45 5.65 -1.70 0.1013
H -4.95 5.94 -1.00 0.0864
H -4.84 8.44 -1.17 0.1006
H -4.48 7.75 -2.71 0.1111
H -2.98 9.55 -1.94 0.1201
H -2.19 8.02 -2.25 0.1091
H -0.64 9.99 -0.90 0.0795
H -0.26 9.20 0.61 0.0742
H -0.34 8.31 -0.87 0.0652
H -2.75 10.79 0.38 0.0736
H -4.16 9.62 0.79 0.0654
H -2.67 9.85 1.77 0.0696
H -2.34 5.11 1.79 0.0651
H -1.91 4.65 0.21 0.0503
H -3.50 4.21 0.73 0.0846
H -0.83 7.08 1.73 0.0314
C -1.05 -1.33 -3.93 -0.0383
C -1.30 -2.81 -3.72 -0.4572
C -2.72 -3.03 -3.20 -0.1197
C -3.75 -3.02 -4.36 -0.1617
C -3.37 -3.97 -5.55 -0.1322
C -1.94 -3.72 -6.11 -0.4252
N -0.99 -3.62 -4.93 -0.0748
O 0.36 -3.49 -5.39 -0.0404
C -1.48 -4.93 -7.04 -0.0094
C -2.01 -2.40 -6.97 -0.0283
C -0.26 -3.30 -2.60 -0.0157
H -1.86 -0.78 -4.41 0.0728
H -0.11 -1.13 -4.45 0.0774
H -0.87 -0.77 -3.02 0.0626
H -2.80 -3.98 -2.69 0.1073
H -3.10 -2.23 -2.57 0.1084
H -3.82 -2.05 -4.85 0.0869
H -4.74 -3.23 -3.97 0.1047
H -4.04 -3.85 -6.40 0.1120
H -3.55 -4.97 -5.18 0.1124
H -1.06 -4.61 -7.99 0.0662
H -0.78 -5.66 -6.61 0.0748
H -2.42 -5.43 -7.25 0.0669
H -2.68 -2.56 -7.82 0.0804
H -2.45 -1.54 -6.47 0.0588
H -1.08 -2.03 -7.39 0.0748
H -0.42 -2.71 -1.70 0.0571
H 0.73 -2.98 -2.91 0.0736
H -0.20 -4.38 -2.42 0.0831
H 0.76 -4.27 -5.01 0.1079
C 3.69 -2.13 -9.29 -0.0187
C 3.46 -3.01 -8.05 -0.5070
C 4.70 -3.90 -7.83 -0.1340
C 5.90 -3.21 -7.14 -0.1961
C 5.45 -2.57 -5.86 -0.1602
C 4.26 -1.58 -6.04 -0.4471
N 3.18 -2.32 -6.79 -0.0611
O 1.97 -1.51 -6.79 -0.0410
C 3.74 -1.32 -4.59 -0.0309
C 4.82 -0.26 -6.62 -0.0255
C 2.29 -4.02 -8.26 -0.0365
H 4.58 -1.52 -9.12 0.0727
H 2.85 -1.44 -9.30 0.0793
H 3.64 -2.70 -10.22 0.0855
H 4.63 -4.91 -7.42 0.1200
H 5.09 -3.97 -8.85 0.1079
H 6.44 -2.54 -7.80 0.1024
H 6.59 -4.02 -6.91 0.1082
H 6.27 -2.03 -5.39 0.1180
H 5.31 -3.38 -5.15 0.1198
H 2.95 -0.58 -4.55 0.0507
H 3.36 -2.22 -4.11 0.0793
H 4.59 -1.05 -3.96 0.0730
H 5.27 0.45 -5.92 0.0821
H 5.62 -0.44 -7.35 0.0638
H 4.04 0.27 -7.16 0.0770
H 2.50 -4.61 -9.15 0.0779
H 1.35 -3.55 -8.56 0.0695
H 2.13 -4.70 -7.43 0.0780
H 1.35 -2.05 -6.28 0.0378
C 0.02 -2.04 1.35 -0.0187
C 1.07 -0.93 1.46 -0.4321
C 2.09 -1.05 0.29 -0.1126
C 1.59 -0.36 -0.99 -0.1464
C 1.07 1.06 -0.75 -0.1187
C 0.03 1.22 0.41 -0.4631
N 0.45 0.39 1.55 -0.1314
O -0.28 0.57 2.68 0.0018
C -0.14 2.66 0.80 -0.0330
C -1.33 0.83 -0.19 -0.0311
C 2.01 -1.13 2.78 -0.0008
H 0.38 -3.06 1.46 0.0684
H -0.46 -2.05 0.37 0.0571
H -0.66 -1.82 2.18 0.0794
H 3.06 -0.64 0.55 0.1059
H 2.21 -2.12 0.11 0.1113
H 0.74 -0.90 -1.39 0.0713
H 2.43 -0.30 -1.69 0.1121
H 0.58 1.34 -1.68 0.0828
H 1.87 1.79 -0.68 0.1178
H -1.15 2.91 1.15 0.0729
H 0.70 2.97 1.43 0.0673
H 0.00 3.34 -0.04 0.0656
H -1.65 1.64 -0.85 0.0724
H -1.41 -0.13 -0.70 0.0702
H -2.04 0.89 0.63 0.0802
H 2.41 -2.14 2.73 0.0703
H 1.58 -1.09 3.78 0.0602
H 2.86 -0.45 2.73 0.0571
H 0.24 1.04 3.33 0.0741
C -6.54 -0.41 -2.00 -0.0091
C -5.64 0.78 -1.57 -0.4896
C -4.47 1.13 -2.49 -0.1493
C -4.86 1.66 -3.85 -0.1822
C -5.68 2.92 -3.61 -0.1522
C -6.93 2.76 -2.73 -0.4210
N -6.50 2.00 -1.48 -0.0799
O -7.51 1.99 -0.43 -0.0208
C -7.30 4.26 -2.37 -0.0343
C -8.10 2.08 -3.54 -0.0210
C -5.00 0.48 -0.23 -0.0424
H -5.87 -1.26 -2.12 0.0735
H -6.78 -0.31 -3.06 0.0551
H -7.50 -0.50 -1.50 0.0919
H -3.77 1.83 -2.03 0.1128
H -3.93 0.20 -2.65 0.1054
H -5.41 0.91 -4.41 0.1027
H -3.98 1.81 -4.48 0.1009
H -5.88 3.25 -4.63 0.1240
H -4.98 3.66 -3.22 0.1085
H -7.47 4.92 -3.22 0.0838
H -8.08 4.43 -1.62 0.0734
H -6.45 4.70 -1.85 0.0444
H -8.66 2.77 -4.17 0.0746
H -7.63 1.35 -4.20 0.0571
H -8.86 1.58 -2.94 0.0780
H -5.66 -0.13 0.39 0.0825
H -4.86 1.34 0.42 0.0824
H -4.05 -0.05 -0.31 0.0684
H -7.25 2.65 0.21 0.0884
C 0.51 3.56 8.28 -0.0348
C -0.67 4.42 7.82 -0.4541
C -0.04 5.78 7.28 -0.0916
C -0.95 6.60 6.33 -0.1925
C -1.55 5.77 5.26 -0.1560
C -2.26 4.51 5.76 -0.4806
N -1.32 3.77 6.62 -0.1543
O -1.69 2.48 6.80 0.0035
C -3.58 4.80 6.50 -0.0120
C -2.66 3.69 4.50 -0.0135
C -1.64 4.69 8.98 -0.0285
H 1.14 4.07 9.01 0.0862
H 1.14 3.36 7.42 0.0751
H 0.18 2.64 8.77 0.0859
H 0.33 6.32 8.16 0.1174
H 0.81 5.58 6.64 0.0936
H -0.50 7.46 5.83 0.1158
H -1.72 7.14 6.89 0.1045
H -0.81 5.50 4.51 0.1165
H -2.28 6.46 4.85 0.1304
H -3.62 3.98 7.22 0.0654
H -3.62 5.74 7.06 0.0752
H -4.50 4.76 5.91 0.0844
H -3.41 4.21 3.91 0.0802
H -1.78 3.53 3.88 0.0647
H -3.05 2.71 4.79 0.0879
H -2.21 5.59 8.76 0.0708
H -1.02 4.82 9.86 0.0845
H -2.37 3.92 9.25 0.0799
H -2.48 2.48 7.35 0.0865
```

***

Record 2
ORCA calculation (ωB97M-V with the def2-TZVPD basis set) on a 2-piece molecular cluster, C6H11NO overall.

Output
Relative energy (zero: lowest compared OMol25 entry of this formula, charge and spin): 54.15 kcal per mole
Charge: 0
F_max: 0.0426 Eh/bohr
HOMO energy: -0.2994 hartree
Molar mass: 113.16 g/mol
HOMO-LUMO gap: 0.330 Ha

Geometry as XYZ:
```
19
Properties=species:S:1:pos:R:3:nbo_charge:R:1
C -2.53 -0.56 1.21 -0.7259
C -1.71 0.02 0.09 0.4555
O -1.75 -0.34 -1.06 -0.5587
H -1.22 0.99 0.40 0.1256
H -3.41 0.07 1.36 0.2418
H -1.95 -0.57 2.13 0.2300
H -2.86 -1.56 0.96 0.2292
C 1.30 -0.40 -0.22 0.1409
N 1.05 -0.82 -1.52 -0.8209
C 1.10 1.11 0.07 -0.2249
C 2.11 -1.09 0.60 -0.4825
C 0.78 2.00 -0.86 -0.3898
H 1.24 -1.80 -1.69 0.3765
H 0.16 -0.52 -1.88 0.3999
H 1.53 1.41 1.01 0.2070
H 2.52 -0.65 1.50 0.1998
H 2.50 -2.06 0.34 0.1932
H 0.79 3.06 -0.63 0.2014
H 0.33 1.72 -1.80 0.2018
```

***

Record 3
ORCA calculation (ωB97M-V with the def2-TZVPD basis set) on a 10-piece molecular cluster, C21H46Cl2N4O23 overall.

Output
Charge: 0
F_max: 0.0306 Eh/bohr
HOMO energy: -0.3969 hartree
Molar mass: 793.51 g/mol
HOMO-LUMO gap: 0.391 Ha

Geometry as XYZ:
```
96
Properties=species:S:1:pos:R:3:lowdin_charge:R:1
Cl -1.46 0.80 1.68 0.6729
C -0.82 0.53 0.05 -0.6347
C -1.41 -0.77 -0.47 -0.6388
Cl -0.87 -1.12 -2.12 0.7070
H 0.25 0.35 0.13 0.0333
H -0.98 1.40 -0.57 0.0689
H -2.50 -0.64 -0.50 0.0538
H -1.22 -1.63 0.16 0.0645
C -1.77 4.32 0.86 0.0272
N -1.41 5.13 -0.32 -0.4339
O -2.30 5.66 -0.93 0.0854
O -0.22 5.20 -0.62 0.0438
H -2.47 3.57 0.50 0.0910
H -2.26 4.94 1.60 0.1086
H -0.92 3.78 1.28 0.0557
C 2.56 3.64 -1.40 0.0568
N 2.06 2.33 -0.96 -0.4191
O 2.23 1.99 0.19 0.0604
O 1.48 1.66 -1.80 0.0523
H 3.12 4.09 -0.59 0.1025
H 1.70 4.24 -1.69 0.0830
H 3.12 3.47 -2.32 0.1052
C -4.64 -3.18 0.97 0.0590
N -4.46 -3.45 -0.49 -0.4431
O -4.71 -4.55 -0.91 0.0813
O -4.03 -2.52 -1.17 0.0377
H -5.18 -4.02 1.39 0.0950
H -5.29 -2.31 1.06 0.1013
H -3.67 -2.97 1.38 0.0952
C -2.19 0.63 -4.64 0.0075
N -2.95 1.61 -5.47 -0.4532
O -2.35 2.58 -5.88 0.0658
O -4.11 1.35 -5.70 0.0622
H -2.60 0.54 -3.65 0.0655
H -1.16 0.96 -4.60 0.0823
H -2.28 -0.32 -5.17 0.1028
C -1.46 0.31 5.42 -0.0501
O -0.84 1.08 6.44 0.0127
C -1.37 0.96 7.65 -0.6292
O -2.30 0.25 7.95 0.1274
O -0.70 1.74 8.48 0.0088
C -1.05 1.58 9.85 -0.0392
H -2.45 0.65 5.14 0.1034
H -1.52 -0.74 5.69 0.0941
H -0.82 0.34 4.54 0.0478
H -2.06 1.95 10.05 0.0976
H -0.33 2.17 10.41 0.0934
H -1.02 0.53 10.15 0.0972
C 0.98 6.66 3.06 -0.0353
O 0.52 5.33 2.93 -0.0100
C 1.41 4.36 3.14 -0.6111
O 2.54 4.51 3.53 0.1374
O 0.85 3.20 2.83 -0.0254
C 1.51 2.04 3.31 -0.0499
H 0.47 7.30 2.35 0.0931
H 2.05 6.74 2.87 0.0947
H 0.80 7.01 4.08 0.0995
H 0.83 1.20 3.23 0.0402
H 1.84 2.16 4.34 0.1086
H 2.34 1.79 2.65 0.0813
C 1.67 -0.95 -4.47 -0.0580
O 2.95 -1.39 -4.93 0.0068
C 3.39 -0.76 -6.02 -0.6234
O 2.83 0.14 -6.58 0.1261
O 4.56 -1.31 -6.36 0.0041
C 5.14 -0.85 -7.58 -0.0342
H 1.38 -1.63 -3.67 0.0565
H 0.90 -1.05 -5.24 0.0980
H 1.73 0.08 -4.13 0.0864
H 4.78 0.15 -7.83 0.0902
H 4.89 -1.52 -8.40 0.0955
H 6.21 -0.79 -7.43 0.0923
C -1.02 -4.39 -2.36 -0.0834
O -0.93 -4.06 -3.73 -0.0109
C 0.03 -4.67 -4.42 -0.6186
O 0.75 -5.53 -3.99 0.1345
O 0.03 -4.17 -5.66 0.0034
C 1.12 -4.56 -6.47 -0.0487
H -1.76 -3.74 -1.91 0.0425
H -0.06 -4.24 -1.84 0.0930
H -1.28 -5.43 -2.19 0.1027
H 2.02 -4.75 -5.87 0.0968
H 1.39 -3.77 -7.16 0.0915
H 0.92 -5.49 -7.00 0.0975
C 0.77 -4.64 4.02 -0.0271
O 0.99 -3.60 3.07 -0.0201
C 0.10 -2.60 3.10 -0.6253
O -0.96 -2.63 3.66 0.1283
O 0.50 -1.55 2.40 -0.0503
C 1.81 -1.52 1.80 -0.0127
H -0.10 -5.25 3.79 0.0979
H 0.65 -4.23 5.02 0.1016
H 1.68 -5.24 4.01 0.0956
H 2.00 -0.50 1.46 0.0727
H 1.85 -2.25 0.99 0.1033
H 2.57 -1.71 2.55 0.1038
```

***

Record 4
ORCA calculation (ωB97M-V with the def2-TZVPD basis set) on C13H11BeN4SSe3Te as an isolated structure.

Output
Charge: -1
F_max: 0.0833 Eh/bohr
HOMO energy (spin up / spin down): -0.0904 / -0.1388 hartree
Molar mass: 628.82 g/mol
HOMO-LUMO gap (spin up / spin down): 0.155 / 0.201 Ha

Geometry as XYZ:
```
34
Properties=species:S:1:pos:R:3:nbo_charge:R:1
Be 9.59 9.50 5.12 1.4854
N 13.03 11.75 5.04 -0.8154
C 11.84 11.19 4.86 0.2665
S 11.53 9.64 4.11 -0.4698
N 10.84 11.82 5.47 -0.4597
N 9.70 11.17 5.29 -0.5643
C 8.58 11.89 5.12 0.1191
C 8.44 13.35 5.02 -0.0681
C 7.38 14.02 5.70 -0.1859
C 6.96 15.28 5.36 -0.2308
C 7.77 16.04 4.50 -0.2280
C 8.85 15.44 3.87 -0.2217
C 9.19 14.08 4.17 -0.1730
C 7.44 10.97 5.01 0.1232
C 6.14 11.34 4.77 -0.2258
C 5.19 10.32 4.53 -0.2208
C 5.66 8.97 4.48 -0.3305
C 7.01 8.67 4.60 0.0718
N 7.86 9.66 4.90 -0.7457
H 13.88 11.39 4.64 0.3958
H 13.11 12.63 5.61 0.3987
H 6.82 13.54 6.48 0.2102
H 6.12 15.64 5.76 0.1956
H 7.53 17.09 4.32 0.2000
H 9.52 16.05 3.24 0.2058
H 10.04 13.62 3.66 0.2291
H 5.96 12.42 4.73 0.2257
H 4.15 10.44 4.27 0.2031
H 4.87 8.27 4.28 0.2024
H 7.39 7.59 4.49 0.2126
Se 9.96 7.84 6.54 -0.5448
Se 9.88 5.90 5.42 0.0222
Te 12.18 4.61 5.57 0.1035
Se 11.44 5.38 3.25 -0.3862
```

***

- Which value of molar mass does entry 1 give?
  1727.67 g/mol